# C22H49InN2OP3S

A structure of composition C22H49InN2OP3S (ωB97M-V/def2-TZVPD, the OMol25 dataset).

Properties
- M: 597.45 u
- HOMO: -14.8 eV
- Charge: +3
- Energy above the lowest of the compared OMol25 structures with the same formula, charge and spin: 0.0 kJ/mol

Positions of all 79 atoms, in Å:
In -0.41170 -0.61711 0.08463
P 0.66413 -0.80989 2.59354
P -1.61009 -2.85969 -0.67355
P -2.00673 1.02896 1.44404
H 1.21514 3.18836 -2.11420
C 0.99735 3.89758 -1.30844
C 1.71894 3.90273 -0.17071
H 2.65203 3.33781 -0.04939
C 2.43773 -1.24594 2.66083
C -0.03369 -2.00209 3.80277
C 0.72185 0.73004 3.59055
C -2.36325 -2.69508 -2.33880
C -0.59867 -4.35465 -0.94251
C -3.01924 -3.53183 0.27897
C -1.23537 2.68243 1.66296
C -2.84421 0.47602 2.99344
C -3.46839 1.45595 0.46422
H 0.11758 4.53548 -1.45693
H 1.49675 4.61023 0.64219
H 3.04871 -0.38173 2.36566
H 2.67170 -2.07615 1.98316
H 2.69911 -1.53877 3.68809
H -0.06953 -3.00037 3.34678
H -1.04751 -1.70562 4.10189
H 0.61312 -2.03866 4.69263
H 1.26809 1.49779 3.02689
H 1.25107 0.52712 4.53324
H -0.28165 1.10197 3.82418
H -2.73940 -3.67625 -2.67172
H -1.63377 -2.33465 -3.07394
H -3.18481 -1.97734 -2.23971
H -1.18799 -5.08311 -1.53097
H -0.32870 -4.79639 0.02390
H 0.31317 -4.09729 -1.49394
H -3.32853 -4.50328 -0.15020
H -3.87494 -2.84603 0.25048
H -2.72164 -3.67805 1.32794
H -2.01726 3.45178 1.59130
H -0.49415 2.87234 0.87182
H -0.73142 2.78078 2.63298
H -3.72439 1.11334 3.17643
H -2.20745 0.49373 3.88820
H -3.20224 -0.55773 2.85741
H -4.08775 2.11820 1.08673
H -4.05109 0.56299 0.18563
H -3.18062 1.97662 -0.45267
C -3.91811 1.52648 -2.96459
C -4.57128 0.77873 -3.96298
C -5.62030 1.37725 -4.68416
C -6.06382 2.66643 -4.35342
C -5.50255 3.34883 -3.27000
C -4.44020 2.76373 -2.56365
O -2.72459 1.14638 -2.38180
H -2.36139 0.33410 -2.79335
H -4.26510 -0.25311 -4.15398
H -6.10449 0.83371 -5.49977
H -6.85771 3.15544 -4.94088
H -5.87730 4.33306 -2.96402
H -4.01040 3.26830 -1.70507
C 5.82819 -2.60357 1.10304
C 5.27454 -2.15808 -0.24189
N 3.83796 -1.75976 -0.14067
C 3.33448 -0.69502 -0.82416
S 1.78160 -0.75014 -1.55331
N 4.15098 0.37325 -1.03684
C 4.93768 0.96690 0.07431
C 6.11220 1.73496 -0.50714
H 5.63179 -1.86983 1.89532
H 6.91701 -2.72160 1.01158
H 5.41586 -3.57910 1.40464
H 5.84237 -1.31778 -0.66829
H 5.32141 -2.99294 -0.95641
H 3.19420 -2.55510 -0.14718
H 3.72485 1.07509 -1.64601
H 4.28207 1.64735 0.64283
H 5.27529 0.18414 0.76014
H 5.78038 2.55580 -1.15171
H 6.70652 2.17906 0.29901
H 6.76758 1.07255 -1.08542

Forces on atoms 1 to 3 (eV/Å):
0.776 -0.339 1.000
1.042 -0.381 1.144
-0.838 -1.329 -1.242


# C5H8O

A structure of composition C5H8O (ωB97M-V/def2-TZVPD, the OMol25 dataset).

Properties
- M: 84.12 u
- HOMO: -9.1 eV
- Energy above the lowest of the compared OMol25 structures with the same formula, charge and spin: 251.6 kJ/mol

Positions of all 14 atoms, in Å:
C -0.77569 -0.95734 -0.19133
C 0.17967 0.05917 -0.86336
C -0.65708 1.05952 -0.01950
C -0.44150 -0.06083 1.09766
O 0.95136 -0.37607 1.22748
C 1.46266 -0.05525 -0.06129
H -1.74629 -0.95193 -0.73005
H -0.45921 -1.92387 0.13680
H 0.30857 0.13668 -1.95086
H -1.65552 1.08411 -0.50604
H -0.34168 2.06934 0.18330
H -0.85124 -0.36900 2.07595
H 2.15347 -0.82787 -0.40991
H 1.98233 0.90780 0.00766

Forces on atoms 1 to 3 (eV/Å):
0.349 -0.736 0.690
0.073 0.031 0.000
0.314 0.625 0.645


# C41H39GeI2N7O2RuS

A structure of composition C41H39GeI2N7O2RuS (ωB97M-V/def2-TZVPD, the OMol25 dataset).

Properties
- M: 1121.37 u
- HOMO (spin up / spin down): -7.8 / -7.8 eV
- Energy above the lowest of the compared OMol25 structures with the same formula, charge and spin: 55.9 kJ/mol
- Spin multiplicity: 5

Positions of all 94 atoms, in Å:
Ru -0.22500 0.16712 -0.38748
C -2.81449 0.02588 3.34581
C -2.79332 1.35788 2.66983
N -3.71503 2.24319 2.98226
C -3.69877 3.44313 2.38536
C -2.72549 3.85437 1.50459
C -2.74338 5.25643 0.94171
O -2.52598 5.32073 -0.45515
C -1.72902 2.91704 1.16006
C -0.61716 3.34450 0.32163
N 0.18069 2.55392 -0.29291
C 1.24635 3.14702 -1.01829
C 1.08107 4.27010 -1.81945
C 2.16606 4.78788 -2.50577
C 3.41567 4.19197 -2.41150
C 3.59662 3.07832 -1.60506
C 2.50874 2.57836 -0.91271
I 2.69119 0.99119 0.40943
C -1.78836 1.63921 1.71578
O -0.93188 0.68185 1.41016
H -3.53415 0.05350 4.15903
H -1.82579 -0.23573 3.72219
H -3.09607 -0.74740 2.62630
H -4.51379 4.10839 2.64556
H -1.94561 5.85444 1.39425
H -3.68904 5.73442 1.21519
H -3.33861 5.08008 -0.92535
H -0.44268 4.41488 0.24951
H 0.10022 4.71362 -1.91900
H 2.02597 5.65022 -3.14126
H 4.25332 4.59291 -2.96328
H 4.56889 2.61706 -1.50673
N -2.01661 0.91672 -1.15352
C -3.11140 1.29653 -1.05331
C -4.39360 1.79342 -1.04192
C -5.37793 1.29167 -0.15654
N -6.17782 0.88397 0.56298
C -4.60966 2.97255 -1.78402
N -4.75983 3.96250 -2.35830
I 0.66090 -2.24630 -0.11486
C 3.86531 -2.12706 -4.73702
C 2.61612 -2.28965 -5.31282
C 1.49894 -1.70834 -4.72888
C 1.61058 -0.95775 -3.55913
C 2.87435 -0.79750 -2.99900
C 3.99237 -1.37612 -3.57832
Ge -0.01764 -0.08116 -2.91021
C -0.09636 1.65264 -3.81908
C 0.96550 1.99134 -4.65743
C 0.90960 3.12466 -5.45820
C -0.20856 3.94063 -5.43486
C -1.27150 3.62322 -4.60137
C -1.21118 2.49426 -3.80082
C -1.50234 -1.19395 -3.50215
C -1.48497 -2.56694 -3.26268
C -2.46278 -3.39174 -3.79447
C -3.47971 -2.85183 -4.56854
C -3.52351 -1.48470 -4.79342
C -2.53977 -0.66116 -4.26345
H 4.73507 -2.58319 -5.18868
H 2.50749 -2.87131 -6.21774
H 0.53206 -1.84638 -5.19610
H 2.99787 -0.22870 -2.08995
H 4.96473 -1.24304 -3.12240
H 1.84405 1.36143 -4.70350
H 1.74402 3.36514 -6.10370
H -0.25502 4.81969 -6.06359
H -2.15389 4.24932 -4.57224
H -2.06022 2.26872 -3.17090
H -0.69808 -3.00354 -2.66092
H -2.43109 -4.45630 -3.60194
H -4.24282 -3.49412 -4.98845
H -4.31872 -1.05562 -5.38880
H -2.58025 0.40034 -4.46996
C -5.28227 -4.66988 1.88018
N -4.16614 -4.12959 1.12343
C -2.89936 -4.19762 1.82301
C -4.37062 -3.15994 0.17903
S -3.36066 -1.83652 0.03743
N -5.44376 -3.33881 -0.62211
C -5.95117 -2.23347 -1.41472
C -5.86363 -4.64688 -1.09429
H -5.18965 -4.35770 2.92401
H -5.30381 -5.76132 1.84828
H -6.22168 -4.28412 1.49415
H -2.73083 -5.22922 2.13429
H -2.89500 -3.55671 2.71039
H -2.09609 -3.87511 1.16595
H -5.87307 -1.30674 -0.84745
H -6.99947 -2.43187 -1.63580
H -5.39272 -2.12872 -2.34924
H -5.24044 -5.42832 -0.67192
H -5.76101 -4.67493 -2.18323
H -6.90857 -4.84370 -0.84504

Forces on atoms 1 to 3 (eV/Å):
0.232 0.287 0.800
-0.035 -0.070 -0.082
-0.093 -0.053 0.266


# C6H7ClO

A cluster of 2 separate species, C6H7ClO in total (ωB97M-V/def2-TZVPD, the OMol25 dataset).

Properties
- M: 130.57 u
- HOMO: -9.2 eV
- Energy above the lowest of the compared OMol25 structures with the same formula, charge and spin: 203.7 kJ/mol

Positions of all 15 atoms, in Å:
C 0.58081 0.79431 0.68092
C 0.32923 2.06781 -3.02998
C 0.77365 -0.56158 1.35874
C -0.17904 -1.48919 0.45505
C -1.16681 -0.53993 -0.18612
C -0.37521 0.76869 -0.22497
O 1.37294 2.42183 -2.66151
Cl -1.06374 2.21198 -0.91652
H 1.36235 1.50609 0.65599
H 1.83242 -0.89341 1.42291
H 0.48291 -0.69969 2.41029
H 0.40456 -2.09870 -0.28588
H -0.85394 -2.32829 1.08423
H -1.42744 -0.87163 -1.21079
H -2.07270 -0.28829 0.44763

Forces on atoms 1 to 3 (eV/Å):
1.232 -1.540 -0.035
3.893 1.009 0.134
-0.318 -1.295 -0.683


# C4H14N3

A cluster of 2 separate species, C4H14N3 in total (ωB97M-V/def2-TZVPD, the OMol25 dataset).

Properties
- M: 104.18 u
- HOMO (spin up / spin down): -18.4 / -18.4 eV
- Charge: +2
- Energy above the lowest of the compared OMol25 structures with the same formula, charge and spin: 334.0 kJ/mol
- Spin multiplicity: 2

Positions of all 21 atoms, in Å:
C 1.07972 -0.15408 1.85552
C -0.50238 1.22670 0.58430
N 0.68202 0.41490 0.53340
N -0.90667 1.79158 1.70100
N -1.00535 1.47386 -0.60335
H 0.69624 -0.29285 -0.20430
H -0.43614 1.90843 2.58394
H -1.68128 2.43284 1.57910
H -0.54125 0.93314 -1.39089
H -1.75079 2.08039 -0.94553
H 1.16619 0.63989 2.64532
H 2.07778 -0.49140 1.67379
H 0.33912 -0.86500 2.21677
C 0.55468 -1.58443 -2.35200
C 0.03716 -2.70616 -1.43072
H 1.05708 -2.05707 -3.24599
H -0.10629 -0.96064 -2.93283
H 1.18517 -0.88672 -1.81357
H -0.99808 -2.84069 -1.74871
H 0.66035 -3.59674 -1.67106
H 0.07771 -2.72787 -0.30432

Forces on atoms 1 to 3 (eV/Å):
1.322 2.635 -0.439
0.816 1.631 -0.318
-2.712 -1.206 3.497


# C42H42FIN4OPRbSSe

A structure of composition C42H42FIN4OPRbSSe (ωB97M-V/def2-TZVPD, the OMol25 dataset).

Properties
- M: 992.20 u
- HOMO: -1.0 eV
- Charge: -2
- Energy above the lowest of the compared OMol25 structures with the same formula, charge and spin: 1.1 kJ/mol

Positions of all 95 atoms, in Å:
Rb -0.19710 1.30588 0.24803
I -1.95962 -3.25023 1.31029
C -0.94843 -4.02857 2.97650
C -1.67665 -3.96635 4.13244
C -1.25733 -4.64854 5.29243
C -0.16033 -5.44932 5.23606
C 0.61428 -5.53278 4.05216
C 1.70061 -6.43699 3.99774
C 2.45605 -6.55101 2.86939
C 2.22543 -5.66755 1.80072
C 1.22458 -4.73013 1.82214
P 1.36108 -3.29871 0.62862
C 3.12189 -2.89116 0.98216
C 3.31975 -1.94155 1.98193
C 4.59948 -1.60621 2.40233
C 5.70101 -2.20702 1.81256
C 5.51598 -3.13625 0.79687
C 4.23665 -3.47460 0.38451
C 1.44960 -4.17897 -0.96597
C 0.78265 -5.38831 -1.16946
C 0.79028 -5.99142 -2.41831
C 1.46005 -5.39041 -3.47727
C 2.09425 -4.17067 -3.28880
C 2.08142 -3.55769 -2.04410
C 0.29789 -4.73244 2.91600
H -2.60189 -3.40509 4.15628
H -1.84139 -4.55963 6.19798
H 0.14504 -6.03847 6.09319
H 1.90641 -7.04573 4.87091
H 3.26657 -7.26680 2.81410
H 2.90185 -5.68665 0.95610
H 2.46000 -1.45436 2.42999
H 4.73354 -0.85846 3.17395
H 6.70186 -1.93719 2.12656
H 6.37275 -3.58896 0.31234
H 4.10662 -4.18380 -0.42444
H 0.25601 -5.86083 -0.34863
H 0.26390 -6.92714 -2.56596
H 1.46287 -5.85798 -4.45454
H 2.56842 -3.66237 -4.11869
H 2.51200 -2.56165 -1.93715
O 0.53830 3.79933 -0.43354
S -0.78910 3.98911 -1.11141
N -1.56453 2.82793 -1.54903
F -1.14678 1.23413 2.65678
C 3.05707 0.39159 -7.78679
C 2.33217 -0.15439 -6.57834
C 1.14067 -0.85104 -6.74322
C 0.48773 -1.34502 -5.60071
C -0.82529 -2.07874 -5.73858
C 1.03479 -1.15739 -4.35704
C 2.27749 -0.47183 -4.12401
C 2.88336 0.04014 -5.31908
N 2.70044 -0.39795 -2.86477
C 3.89341 0.34737 -2.51247
C 3.70872 1.85717 -2.75469
C 5.20513 -0.12742 -3.19162
C 4.10155 0.12494 -1.01182
H 2.48377 0.21825 -8.69976
H 4.03468 -0.08384 -7.90798
H 3.23013 1.46703 -7.69416
H 0.71225 -0.99326 -7.73054
H -1.10369 -2.19125 -6.78864
H -1.62965 -1.54169 -5.23090
H -0.76714 -3.07576 -5.29369
H 0.51832 -1.52790 -3.47593
H 3.80183 0.60762 -5.26465
H 3.51420 2.04939 -3.81104
H 4.59680 2.42688 -2.45751
H 2.85243 2.22571 -2.18699
H 5.37277 0.32543 -4.16740
H 5.18898 -1.21366 -3.31638
H 6.06443 0.13295 -2.56476
H 3.19608 0.34289 -0.44269
H 4.91038 0.75816 -0.63106
H 4.36070 -0.91947 -0.82388
C -6.29649 -0.63623 4.69149
N -4.91340 -0.24301 4.64752
C -4.35432 0.67978 3.78077
Se -5.32197 1.74081 2.63427
N -3.02757 0.69916 3.98370
C -2.72248 -0.22159 4.95927
C -1.50779 -0.55712 5.54052
C -1.52428 -1.48108 6.57806
C -2.71605 -2.05698 7.02379
C -3.93532 -1.73898 6.43238
C -3.91145 -0.81430 5.40024
H -6.82737 -0.04893 3.94482
H -6.72349 -0.43773 5.67797
H -6.39378 -1.70055 4.46478
H -2.12934 1.09417 3.23633
H -0.59192 -0.10495 5.18365
H -0.59182 -1.76168 7.05241
H -2.69134 -2.77092 7.83845
H -4.86245 -2.18344 6.77261

Forces on atoms 1 to 3 (eV/Å):
0.364 -0.992 0.195
0.111 -0.012 -0.053
-0.080 0.108 0.062